Formula: C20H58N2O8
Source: the OMol25 dataset
Level of theory: ωB97M-V/def2-TZVPD

Computed properties:
HOMO level = -8.9626 eV
SMILES string = COC[C@H](C)N.COC[C@H](C)N.CCO.CCO.CCO.CCO.CCO.CCO
Energy above the lowest of the compared OMol25 structures with the same formula, charge and spin = 259.2 kJ/mol
Orbital gap = 0.339 Ha

```
! wB97M-V def2-TZVPD RIJCOSX def2/J DEFGRID3
* xyz 0 1
C -0.52376 13.90070 -12.02529
C 0.88138 13.53703 -11.69917
C 1.89230 14.27896 -12.60923
O 1.84646 13.62217 -13.82905
C 2.77626 14.25207 -14.72699
N 1.04341 13.68197 -10.27691
H -1.29923 13.39655 -11.44861
H -0.72488 13.56545 -13.04276
H -0.77385 14.96131 -11.99978
H 0.89366 12.45128 -11.79438
H 2.87317 14.32259 -12.13585
H 1.44284 15.23285 -12.88520
H 2.74707 13.71711 -15.67623
H 3.80520 14.33555 -14.37710
H 2.46656 15.25258 -15.02894
H 2.01493 13.72792 -10.00462
H 0.62115 12.86444 -9.86042
C -7.65290 17.16860 -8.90160
C -6.49027 16.27971 -8.32646
C -5.14980 16.94723 -8.12042
O -4.35075 16.75796 -9.24842
C -3.37224 15.78209 -9.21482
N -6.93464 15.66149 -7.07850
H -8.15152 17.97676 -8.36649
H -8.43762 16.47741 -9.20917
H -7.30410 17.68144 -9.79795
H -6.33269 15.46812 -9.03680
H -4.69975 16.55355 -7.20905
H -5.40812 17.98903 -7.93064
H -3.04079 15.76476 -10.25306
H -3.87807 14.83676 -9.01835
H -2.57058 16.01385 -8.51359
H -7.74575 15.12077 -7.34274
H -6.36075 14.86164 -6.85269
C -5.75549 13.23411 -11.22990
C -4.36421 12.99325 -11.81320
O -3.68057 12.39668 -10.75545
H -6.59761 13.31391 -11.91733
H -5.73138 14.14357 -10.62957
H -6.04677 12.34381 -10.67256
H -4.04436 14.02014 -11.99005
H -4.44168 12.41780 -12.73567
H -3.70979 11.44276 -10.85937
C -6.58505 10.73078 -7.65023
C -6.79150 12.26392 -7.51064
O -5.87708 12.68503 -6.51081
H -5.60652 10.48017 -8.05988
H -7.29484 10.28131 -8.34468
H -6.78231 10.16522 -6.73955
H -7.81233 12.60178 -7.33212
H -6.56874 12.81559 -8.42396
H -4.96012 12.53486 -6.75210
C -7.53489 13.58826 -15.10673
C -7.44323 12.43759 -16.06687
O -7.62086 12.92454 -17.34405
H -7.27551 13.37256 -14.07024
H -8.53153 14.01342 -14.98824
H -7.03594 14.49458 -15.44982
H -8.18381 11.68805 -15.78792
H -6.48312 11.92773 -16.14646
H -8.46482 13.37625 -17.41687
C -4.97256 7.90866 -11.03204
C -4.64974 9.13611 -11.82398
O -3.45357 9.82513 -11.42678
H -4.07771 7.29232 -10.94559
H -5.85924 7.40581 -11.41807
H -5.08027 8.06951 -9.95936
H -5.53463 9.76904 -11.89075
H -4.43782 8.93235 -12.87360
H -2.69720 9.41052 -11.84820
C -9.68756 13.45204 -9.88994
C -9.50887 14.16601 -11.28143
O -9.57737 13.15684 -12.27414
H -8.99703 12.61101 -9.82731
H -10.74171 13.18096 -9.94811
H -9.55116 14.10884 -9.03081
H -8.51609 14.61324 -11.23157
H -10.25343 14.96135 -11.31565
H -10.42049 13.14932 -12.73313
C -2.48879 13.56093 -6.18287
C -2.30883 12.97402 -7.59904
O -3.52865 12.57610 -7.98566
H -3.25307 14.33571 -6.24349
H -1.48704 13.91985 -5.94670
H -2.69312 12.74551 -5.48901
H -1.60903 12.14038 -7.54048
H -1.80159 13.63618 -8.30072
H -3.54450 12.31492 -8.90931
*
```

***

Formula: C20H59ClN5O11
Source: the OMol25 dataset
Level of theory: ωB97M-V/def2-TZVPD

Computed properties:
HOMO level = -6.4572 eV
Energy above the lowest of the compared OMol25 structures with the same formula, charge and spin = 0.0 kJ/mol
Orbital gap = 0.333 Ha

```
! wB97M-V def2-TZVPD RIJCOSX def2/J DEFGRID3
* xyz -1 1
Cl -0.80194 2.05109 -0.42875
O -2.01622 2.27532 -1.19123
O -0.06685 0.95451 -1.01184
O 0.05211 3.19476 -0.36896
O -1.31881 1.79057 0.90574
O 3.20897 4.10900 -0.22515
H 3.87385 3.45789 0.02500
H 2.44929 3.58380 -0.51794
O -4.83080 1.17780 0.55872
H -3.89518 1.36489 0.38443
H -4.99369 1.55143 1.43063
C -1.06070 1.12287 6.35817
C -2.48271 0.56751 6.10919
C -2.41097 -0.83110 5.49933
O -1.61059 -0.83289 4.33273
C -2.22469 -0.17434 3.24874
N -3.26079 0.44122 7.37197
H -0.39827 0.35130 6.74936
H -1.10269 1.99927 7.00718
H -0.69145 1.50010 5.40133
H -2.98185 1.29880 5.47152
H -3.43279 -1.17990 5.31697
H -1.98731 -1.53053 6.22266
H -1.57514 -0.41084 2.40120
H -2.20279 0.91888 3.29337
H -3.21553 -0.50906 2.92445
H -3.24685 1.33381 7.85657
H -2.64835 -0.15534 7.93233
C 4.35375 -3.28849 -2.36402
C 2.96618 -3.06283 -2.94312
C 2.14484 -2.09348 -2.08364
O 2.15806 -2.59580 -0.74595
C 1.42648 -1.74151 0.11451
N 3.09203 -2.57103 -4.33007
H 4.85312 -4.10513 -2.89236
H 4.35572 -3.59114 -1.31771
H 4.98194 -2.40236 -2.48134
H 2.40360 -3.99966 -2.93616
H 1.08835 -2.11443 -2.36672
H 2.58743 -1.09442 -2.15759
H 1.76204 -0.70070 0.07256
H 1.45872 -2.09673 1.14133
H 0.37820 -1.71832 -0.20884
H 2.15717 -2.20256 -4.55285
H 3.63236 -1.70897 -4.37279
C -2.71665 -1.88229 -0.42441
C -2.38572 -1.74496 -1.90501
C -2.96770 -2.91776 -2.70161
O -2.62972 -4.22444 -2.28569
C -1.25716 -4.48870 -2.41687
N -2.80419 -0.44306 -2.44864
H -2.41470 -1.03598 0.19414
H -2.36115 -2.85706 -0.08946
H -3.80650 -1.83563 -0.29524
H -1.28682 -1.77367 -2.00100
H -2.77433 -2.84092 -3.78163
H -4.05119 -2.82130 -2.57106
H -0.70108 -3.87547 -1.68686
H -0.74601 -4.28319 -3.36510
H -0.98925 -5.49346 -2.08836
H -2.39035 0.26169 -1.84548
H -2.24597 -0.36663 -3.29808
C 1.94086 1.44956 -4.73355
C 0.61442 0.74123 -4.45777
C -0.58787 1.48774 -5.04813
O -1.70428 0.63470 -4.92245
C -2.95584 1.22055 -5.20766
N 0.69302 -0.65003 -4.93637
H 2.03031 2.40733 -4.21902
H 2.02718 1.68057 -5.80202
H 2.81429 0.84333 -4.50072
H 0.45783 0.70288 -3.37636
H -0.46657 1.61806 -6.13205
H -0.71594 2.39413 -4.44929
H -3.79814 0.54370 -5.16858
H -2.84022 1.81517 -6.12413
H -3.15559 2.00798 -4.46571
H 0.46568 -0.61678 -5.93411
H -0.14790 -1.11454 -4.58781
C 1.86337 1.25994 2.21140
C 1.77786 2.29556 3.33235
C 3.10538 3.05298 3.47198
O 4.15833 2.17631 3.77245
C 4.22964 1.75124 5.11421
N 0.72699 3.23998 2.91145
H 2.11882 1.70112 1.24196
H 0.92931 0.70258 2.15342
H 2.66465 0.50517 2.24073
H 1.43301 1.77784 4.22822
H 3.03369 3.85767 4.21282
H 3.26467 3.53598 2.50693
H 4.88759 0.89171 5.21906
H 3.24184 1.42027 5.45116
H 4.60133 2.59377 5.70515
H 1.00825 3.63129 2.01443
H -0.11473 2.73059 2.65537
*
```

***

Formula: C20H60Br3ClI2N3O18S
Source: the OMol25 dataset
Level of theory: ωB97M-V/def2-TZVPD

Computed properties:
HOMO level = -11.9723 eV
Orbital gap = 0.301 Ha

```
! wB97M-V def2-TZVPD RIJCOSX def2/J DEFGRID3
* xyz 1 1
C -1.36486 -0.91045 3.95017
C -2.16224 0.23179 3.24450
N -2.99101 -0.17140 2.09099
C -2.29304 -1.04994 1.16224
C -0.99568 -0.37324 0.67374
N -0.57940 -0.81322 -0.69567
C -0.80691 0.21708 -1.74766
Br -2.71388 0.74995 -1.70558
I 0.30438 2.02922 -1.51782
C -0.61507 -0.42841 -3.16365
C -0.96879 0.52441 -4.32832
C -2.28141 0.09887 -5.08704
C -3.08190 1.32848 -5.45023
O -3.45753 1.53691 -6.54069
O -3.33665 2.26142 -4.48150
N 0.75821 -0.88521 -3.19648
C 0.94619 -2.00250 -2.22712
C 2.22422 -2.74230 -2.69928
Br 1.61321 -4.05269 -4.06451
C 3.16117 -3.46684 -1.70265
C 2.95441 -4.99975 -1.56665
Br 5.00508 -3.28295 -2.41175
C 0.79076 -1.50094 -0.77647
I 0.43731 -3.30819 0.44213
C 1.94619 -0.73817 -0.09204
C 3.04071 -0.04228 -0.96804
C 4.45016 -0.40044 -0.41749
C 4.74446 0.46517 0.83504
S 4.51553 -0.37832 2.41915
O 5.35413 0.26158 3.38710
O 3.15011 -0.21559 2.82809
Cl 4.94174 -2.37422 2.34781
C -4.23812 -0.78853 2.48414
C -4.33220 -2.10496 3.25856
O -5.23770 -0.25877 2.15709
H -0.30920 -0.87648 3.64818
H -1.71059 -1.92301 3.72700
H -1.35112 -0.81548 5.03847
H -1.43791 1.01273 2.95991
H -2.78662 0.69803 4.00780
H -2.09076 -2.05171 1.56935
H -2.97850 -1.22684 0.31821
H -0.25531 -0.54188 1.45562
H -1.21786 0.69664 0.70516
H -1.23445 -1.57404 -0.93426
H -1.35955 -1.25430 -3.18620
H -1.11753 1.55990 -4.03304
H -0.17951 0.47929 -5.07083
H -2.92602 -0.47720 -4.41286
H -2.07588 -0.46141 -5.99594
H -4.28638 2.29209 -4.28875
H 0.99663 -1.25588 -4.11411
H 0.08896 -2.67262 -2.41971
H 2.82413 -2.04780 -3.28255
H 3.17742 -3.08663 -0.68479
H 1.90710 -5.26686 -1.42928
H 3.45790 -5.26992 -0.62824
H 3.46061 -5.55875 -2.34829
H 1.60993 0.01797 0.62233
H 2.47065 -1.45668 0.53704
H 2.96287 1.03440 -0.80623
H 2.95734 -0.18358 -2.04492
H 4.53838 -1.45487 -0.15494
H 5.20661 -0.14919 -1.16170
H 4.14109 1.37397 0.90888
H 5.78079 0.81246 0.82806
H -4.15639 -1.90279 4.31661
H -3.63324 -2.83750 2.84569
H -5.33381 -2.48993 3.07598
O -8.15561 0.36292 1.87466
H -7.23200 0.25056 1.62172
H -8.18037 0.09785 2.80012
O 5.38931 3.16271 2.34824
H 5.57033 2.55811 3.07418
H 5.67047 4.02262 2.68114
O 0.55429 -4.37068 3.66568
H 1.48277 -4.44435 3.42911
H 0.53328 -4.66510 4.58165
O 0.72273 2.48615 -5.44682
H 1.19816 2.48839 -6.28643
H 0.01471 3.13012 -5.58192
O -3.66730 3.65985 0.15784
H -4.45748 3.30092 0.57692
H -3.50096 3.06429 -0.58155
O 4.00629 2.39619 5.01188
H 4.72969 1.83243 4.71199
H 3.21686 1.96097 4.67141
O 2.70444 -4.79259 5.16615
H 2.91167 -5.00122 6.08480
H 3.19470 -3.97880 4.99760
O -1.68157 2.97755 3.38372
H -2.03893 3.52430 2.67248
H -1.74705 3.54138 4.16341
O -6.38306 1.59419 -6.40607
H -5.43938 1.47349 -6.57975
H -6.51057 1.29915 -5.49769
O 3.51456 3.45252 -2.16401
H 3.54749 4.30098 -2.62100
H 2.62456 3.12300 -2.33084
O -5.06105 2.79343 3.70691
H -5.22056 1.84966 3.59650
H -5.44338 3.18920 2.91663
O -3.37755 4.44639 -5.95204
H -3.58132 3.53616 -6.18802
H -3.67959 4.95544 -6.71331
O 6.60141 3.95469 6.35660
H 7.33446 3.39820 6.07191
H 5.81421 3.51125 6.01846
*
```

***

Formula: C20H60N4O8
Source: the OMol25 dataset
Level of theory: ωB97M-V/def2-TZVPD

Computed properties:
HOMO level = -8.9790 eV
SMILES string = COC[C@H](C)N.COC[C@H](C)N.COC[C@H](C)N.COC[C@H](C)N.CO.CO.CO.CO
Energy above the lowest of the compared OMol25 structures with the same formula, charge and spin = 349.2 kJ/mol
Orbital gap = 0.350 Ha

```
! wB97M-V def2-TZVPD RIJCOSX def2/J DEFGRID3
* xyz 0 1
C 0.85913 3.59524 0.61191
O 1.16583 4.96586 0.86210
H 1.60009 3.23561 -0.10548
H 0.96983 3.01675 1.52949
H -0.09747 3.46222 0.11016
H 0.82787 5.22689 1.72078
C -1.71590 3.25719 4.34506
O -2.29061 3.11181 5.60180
H -1.20996 2.37770 3.92002
H -2.28940 3.63038 3.49339
H -0.93615 4.03612 4.42776
H -1.64287 2.81115 6.23860
C -1.30108 -4.27438 -1.93202
O -1.99499 -3.18188 -2.51140
H -0.27703 -3.94773 -1.75573
H -1.76254 -4.56241 -0.98354
H -1.28354 -5.11629 -2.63231
H -2.84727 -3.48140 -2.83685
C -4.82977 0.69029 0.70189
O -6.06821 1.33966 0.95376
H -4.93535 -0.32758 1.06718
H -4.61398 0.64527 -0.37026
H -4.03850 1.24610 1.21630
H -6.13925 2.14752 0.44256
C 2.14144 -1.30463 -1.42298
C 3.01544 -0.64918 -2.48848
C 3.45834 -1.67611 -3.53363
O 4.52458 -1.24130 -4.32423
C 5.80849 -1.51457 -3.80029
N 2.18696 0.37602 -3.12558
H 2.66181 -2.14216 -0.94719
H 1.19478 -1.66600 -1.82392
H 1.97722 -0.60045 -0.60364
H 3.87980 -0.19658 -1.98520
H 2.54322 -1.93265 -4.07436
H 3.69721 -2.61420 -3.01470
H 6.57135 -1.32653 -4.54939
H 5.86217 -2.55121 -3.45467
H 5.96641 -0.85338 -2.94167
H 1.90915 1.06702 -2.43761
H 2.69536 0.87094 -3.85083
C -3.71286 3.61683 -1.68524
C -3.08794 4.82931 -0.93470
C -2.03279 5.54848 -1.74101
O -0.86951 4.76998 -1.87903
C 0.20164 5.41788 -2.52642
N -4.19885 5.77774 -0.71121
H -4.51216 3.15299 -1.10500
H -2.98644 2.84333 -1.95261
H -4.21844 3.90228 -2.61334
H -2.68904 4.36240 -0.03277
H -1.66592 6.47000 -1.26074
H -2.48118 5.95309 -2.66217
H -0.12484 5.95845 -3.42265
H 0.90645 4.66411 -2.86763
H 0.64090 6.14552 -1.83788
H -4.55693 6.06989 -1.61639
H -4.96799 5.22330 -0.34932
C -1.17780 0.84874 0.13393
C -1.16331 -0.53804 0.82199
C -0.86684 -0.67597 2.32556
O 0.31517 0.04045 2.62905
C 1.08855 -0.37677 3.71318
N -2.24000 -1.38228 0.30286
H -1.90297 0.92230 -0.67823
H -0.17538 1.10400 -0.19187
H -1.62069 1.56512 0.83603
H -0.26539 -0.98480 0.35638
H -0.75286 -1.75839 2.44093
H -1.65196 -0.22387 2.93835
H 1.25911 -1.46042 3.70140
H 0.65138 -0.19470 4.70524
H 2.03089 0.16722 3.69236
H -2.01688 -2.31401 0.64876
H -2.14840 -1.41495 -0.70555
C 2.28125 -6.55249 0.67372
C 1.38998 -5.72373 1.60818
C 1.93785 -4.31463 1.72610
O 3.23702 -4.32906 2.24861
C 3.79601 -3.03669 2.32294
N 0.03895 -5.61583 1.02451
H 3.16938 -6.93261 1.18379
H 2.54644 -5.99928 -0.22495
H 1.79470 -7.51767 0.49375
H 1.38493 -6.32630 2.52158
H 1.23844 -3.65069 2.25596
H 1.86295 -3.88951 0.71358
H 4.88217 -3.06187 2.28793
H 3.46735 -2.48307 3.20645
H 3.49668 -2.39092 1.48871
H -0.15218 -6.44327 0.46797
H -0.62124 -5.71067 1.79215
*
```

***

Formula: C20H60N5O8
Source: the OMol25 dataset
Level of theory: ωB97M-V/def2-TZVPD

Computed properties:
HOMO level = -10.1140 eV
Energy above the lowest of the compared OMol25 structures with the same formula, charge and spin = 50.6 kJ/mol
Orbital gap = 0.225 Ha

```
! wB97M-V def2-TZVPD RIJCOSX def2/J DEFGRID3
* xyz 1 1
N -0.21408 1.10337 0.08505
H -0.50486 0.25289 0.54574
H 0.34828 1.75643 0.61169
H -1.01113 1.61264 -0.26915
H 0.23142 0.74289 -0.74662
C 2.86845 4.83131 6.57781
C 2.11988 5.27105 5.26248
O 2.53779 4.49254 4.18079
O 3.33669 5.96752 7.31421
H 3.70774 4.20089 6.28411
H 2.25055 4.17809 7.19392
H 2.47392 6.25573 4.95723
H 1.03881 5.26916 5.40172
H 3.48849 4.54063 4.05640
H 3.56451 5.71923 8.21314
C -0.35290 -4.09244 -4.53828
C -0.79678 -4.16005 -5.97435
O 0.33040 -4.58030 -6.70861
O 0.43659 -2.96853 -4.14137
H 0.12923 -4.97925 -4.12691
H -1.25658 -4.16963 -3.93371
H -1.09995 -3.17435 -6.32732
H -1.65126 -4.83401 -6.03554
H 0.88416 -3.80716 -6.83981
H 1.30792 -3.15086 -4.50075
C -6.34791 0.94133 -2.43088
C -5.90158 2.13857 -3.30471
C -7.17583 2.62187 -4.04084
O -6.69197 3.40333 -5.09086
C -7.64920 4.10169 -5.81133
N -5.24101 3.22985 -2.48858
H -6.85471 0.16171 -2.99960
H -7.03736 1.23149 -1.63807
H -5.47299 0.42740 -2.03277
H -5.22180 1.72999 -4.05240
H -7.92316 3.14882 -3.44761
H -7.62027 1.81021 -4.61684
H -8.32594 3.52210 -6.43919
H -7.08152 4.80696 -6.41831
H -8.15246 4.75965 -5.10287
H -5.98641 3.64304 -1.94659
H -5.10494 3.90344 -3.22877
C -0.13382 -1.17318 6.11979
C -1.62838 -1.14942 5.89389
C -2.37450 0.10304 6.38847
O -2.28200 0.11705 7.78051
C -2.43285 1.46021 8.25325
N -1.86128 -1.42177 4.52478
H 0.39917 -0.34676 5.64963
H 0.22354 -2.12179 5.71911
H 0.02144 -1.31609 7.18917
H -2.12114 -1.97800 6.40256
H -3.40540 -0.06698 6.07794
H -2.05998 1.00723 5.86730
H -2.23606 1.50948 9.32421
H -3.43786 1.80475 8.00966
H -1.77607 2.14506 7.71686
H -1.57503 -2.36652 4.31122
H -2.85457 -1.49311 4.35631
C 2.11408 5.10178 -4.90216
C 3.19603 5.27486 -3.84905
C 3.02284 6.51862 -2.93500
O 3.12940 7.67813 -3.79075
C 2.64368 8.87982 -3.10064
N 3.29245 4.02903 -3.09932
H 2.30410 4.19583 -5.47771
H 2.24002 5.92313 -5.60758
H 1.08640 5.18187 -4.54783
H 4.15654 5.46064 -4.32969
H 3.69503 6.61560 -2.08244
H 2.01086 6.47113 -2.53283
H 3.30496 9.25473 -2.31945
H 1.61471 8.67525 -2.80488
H 2.58043 9.67890 -3.83927
H 4.21132 4.06786 -2.68187
H 3.52941 3.38122 -3.83707
C 5.66112 -10.75001 0.56131
C 4.21793 -10.60219 1.03811
C 3.46785 -9.30884 0.71712
O 4.19601 -8.17753 1.25852
C 3.82210 -6.90934 0.74814
N 3.46673 -11.68727 0.44153
H 5.66046 -10.75455 -0.52868
H 5.94499 -11.73311 0.93688
H 6.25931 -9.92963 0.95787
H 4.17881 -10.85016 2.09881
H 2.45796 -9.26276 1.12467
H 3.36665 -9.20357 -0.36305
H 4.42716 -6.14646 1.23805
H 2.77789 -6.63596 0.89973
H 4.03240 -6.90174 -0.32135
H 3.92386 -12.58699 0.40090
H 3.16326 -11.52111 -0.50736
*
```